Below is C47H55Cl5CrNSb as an isolated structure, with properties calculated with wB97M-V/def2-TZVPD.

XYZ file:
```
110
C47H55Cl5CrNSb, DFT wB97M-V/def2-TZVPD
Sb -2.38218 0.67629 -2.37235
Cr 0.82661 -0.66461 0.58148
Cl 0.05493 4.51535 0.94709
Cl 2.30520 5.11401 3.09087
Cl 3.85407 -0.06675 2.84680
Cl -0.31658 1.44999 0.00920
Cl 4.21683 2.81498 3.97797
N 1.88288 -0.34663 -1.06059
C -3.65070 0.06054 -3.97878
C 0.97923 -1.98513 2.29724
C -2.06800 4.66818 -4.29996
C 0.15520 3.80449 -3.98377
C -5.27595 -0.89705 -6.03079
C 2.11488 3.53876 2.44957
C -4.13241 3.46500 -3.53325
C -5.58682 -0.26296 0.38459
C -0.69520 4.79282 -4.46277
C 2.96085 2.49819 2.85602
C -2.17251 -3.02977 -1.03023
C 1.09000 -2.85050 1.14539
C 3.34469 -2.93559 -0.01821
C 3.11804 -3.81160 2.29047
C 4.28302 -0.98653 -3.48906
C 2.77620 1.20781 2.35293
C 1.09909 3.28638 1.52737
C 0.04278 -0.47977 4.65067
C -5.64920 0.77610 1.30692
C -3.95751 2.00839 0.06358
C 3.46985 0.23578 -3.03053
C 2.39106 -3.66512 0.94139
C 0.06163 -3.42216 -1.98772
C -1.76749 2.56556 -3.17644
C -0.77410 -3.56905 -0.70869
C -2.13809 -1.51748 3.97129
C -0.96429 -1.83007 1.17927
C -0.17126 -2.77585 0.46032
C -0.29333 -1.38155 2.34439
C -3.16350 3.29087 -0.05678
C -0.95328 -0.65194 3.50660
C -5.85330 -0.31786 -4.91050
C -0.38661 2.69733 -3.34334
C -3.89263 -0.97614 -6.13605
C -1.55811 -0.57387 -5.29735
C -1.50070 0.72088 3.10163
C -4.69761 -0.17788 -0.67609
C -2.63013 3.56241 -3.66178
C 0.96294 1.98602 1.09708
C -5.04003 0.15523 -3.88768
C -3.05991 -0.50048 -5.12392
C -0.98691 -5.04200 -0.29922
C 1.75341 0.92306 1.46625
C -3.88049 0.94966 -0.85428
C 2.17663 -5.08315 0.41194
C -4.84730 1.89292 1.13847
C 2.56934 -0.09076 -1.92862
H -5.90121 -1.29046 -6.82398
H 4.27846 -3.50113 -0.10556
H -2.95736 -1.48086 3.24631
H -3.82991 4.12091 -0.30552
H 1.04669 -3.88542 -1.91353
H 1.51693 -5.65769 1.06510
H -2.14288 -1.96707 -1.25255
H -0.45987 -3.88201 -2.83068
H -0.28864 5.66456 -4.95964
H 4.88720 -1.38289 -2.67171
H -0.69117 1.43765 2.95236
H -6.93157 -0.23976 -4.82800
H 1.71510 -1.90768 3.07874
H -1.12800 0.42845 -5.39324
H 2.90523 -2.84647 -1.01596
H 3.50333 -2.85869 2.66074
H -5.49925 0.60215 -3.01315
H -1.29715 -1.13818 -6.19346
H -4.90038 2.70621 1.85942
H -0.42929 0.06941 5.46768
H 3.62728 -1.77950 -3.85081
H 3.14479 -5.58815 0.38524
H -4.42586 2.87219 -2.66656
H 3.59123 -1.93629 0.35815
H 4.12532 1.03279 -2.68022
H 0.20082 -2.36114 -2.21666
H -2.72487 5.44036 -4.69158
H -1.99071 -1.56679 0.96231
H -0.10568 -5.66222 -0.42740
H -3.44762 -1.42385 -7.01912
H 4.94545 -0.68583 -4.29737
H 0.92397 0.08677 4.32783
H -2.55827 -3.54845 -1.90968
H -2.10325 0.66315 2.18969
H 2.46460 -4.25092 3.05033
H 1.22777 3.89336 -4.11591
H -2.51614 -1.14837 4.92779
H -6.22254 -1.13537 0.49372
H -2.68002 3.53842 0.89255
H 3.97451 -4.47699 2.15895
H 0.37482 -1.44616 5.04419
H -1.83943 -2.56281 4.09839
H -2.14599 1.10483 3.89764
H -1.78343 -5.47249 -0.91072
H -4.65252 -0.99664 -1.38746
H 0.27296 1.92344 -2.96097
H -1.30090 -5.10596 0.74713
H -2.39677 3.24645 -0.82826
H -6.33123 0.71839 2.14894
H -4.57976 4.45562 -3.43949
H 1.78012 -5.09920 -0.59878
H -4.56075 2.98741 -4.41829
H 2.86796 0.63785 -3.84524
H -1.08094 -1.05862 -4.43916
H -2.87283 -3.20252 -0.20791
```

Summary:
Charge = +1
Frontier orbital gap (alpha / beta) = 6.37 / 6.76 eV
Expectation value of S² = 0.7667
Spin multiplicity = 2
ΔE to the lowest compared entry with this formula, charge and spin = 0.0 kcal/mol

Here are the Löwdin charges for atoms 1 to 99, given in e:
1 Sb 1.514
2 Cr 0.561
3 Cl 0.758
4 Cl 0.728
5 Cl 0.731
6 Cl 0.797
7 Cl 0.718
8 N 0.148
9 C -0.325
10 C -0.074
11 C -0.040
12 C -0.092
13 C -0.074
14 C -0.690
15 C -0.045
16 C -0.083
17 C -0.072
18 C -0.693
19 C -0.076
20 C -0.115
21 C -0.049
22 C -0.049
23 C -0.066
24 C -0.664
25 C -0.692
26 C -0.030
27 C -0.077
28 C -0.309
29 C -0.166
30 C -0.506
31 C -0.026
32 C -0.360
33 C -0.505
34 C -0.027
35 C -0.062
36 C -0.121
37 C -0.245
38 C -0.090
39 C -0.531
40 C -0.078
41 C -0.179
42 C -0.050
43 C -0.078
44 C -0.033
45 C -0.165
46 C -0.286
47 C -0.626
48 C -0.141
49 C -0.306
50 C -0.021
51 C -0.264
52 C -0.350
53 C -0.042
54 C -0.054
55 C -0.082
56 H 0.107
57 H 0.100
58 H 0.086
59 H 0.095
60 H 0.062
61 H 0.098
62 H 0.011
63 H 0.097
64 H 0.107
65 H 0.083
66 H 0.072
67 H 0.107
68 H 0.094
69 H 0.075
70 H 0.065
71 H 0.047
72 H 0.089
73 H 0.078
74 H 0.119
75 H 0.097
76 H 0.085
77 H 0.096
78 H 0.048
79 H 0.067
80 H 0.134
81 H 0.069
82 H 0.117
83 H 0.126
84 H 0.057
85 H 0.111
86 H 0.085
87 H 0.080
88 H 0.099
89 H 0.069
90 H 0.105
91 H 0.099
92 H 0.093
93 H 0.107
94 H 0.053
95 H 0.095
96 H 0.098
97 H 0.097
98 H 0.101
99 H 0.092

Below is a single C11H12ClN5O3 molecule, with properties calculated with wB97M-V/def2-TZVPD.

XYZ file:
```
32
C11H12ClN5O3, DFT wB97M-V/def2-TZVPD
Cl 2.11973 3.79400 3.36148
O -1.05951 -2.14109 -0.80302
O -0.69162 -2.97024 1.78809
O 0.01733 0.77690 -3.98490
N 1.29036 3.13950 1.07392
N 0.81646 2.69385 -1.09505
N -0.74084 2.76139 -3.50809
N 1.15657 1.94339 -2.33849
N 1.42232 1.30463 2.69080
C -0.39943 -1.28871 0.05050
C -0.14503 0.01274 -0.33644
C 0.45655 0.88712 0.57978
C 0.24665 1.83595 -3.34344
C 0.91470 2.20387 0.20796
C 1.58410 2.60154 2.29292
C -0.16757 -1.77174 1.38436
C -0.25285 -3.24206 -1.12897
C -1.83547 -2.93670 2.56921
C 0.78043 0.45812 1.87038
C 0.46456 -0.79366 2.26441
H -0.52219 -4.08528 -0.45756
H -2.66585 -2.41914 2.00134
H -0.39592 -3.60198 -2.16143
H 0.78346 -3.10774 -0.94593
H 0.88716 3.76356 -1.00147
H 0.70371 -0.99602 3.31159
H -1.61281 -2.32628 3.49088
H -0.66988 3.66241 -3.01304
H -1.53926 2.57565 -4.10954
H -2.09160 -4.00604 2.87146
H -0.58956 0.24914 -1.34188
H 1.73530 1.02294 -2.23981
```

Summary:
Frontier orbital gap = 8.14 eV
Spin multiplicity = 1
SMILES = COc1cc2nc(Cl)nc(NNC(N)=O)c2cc1OC

Table of natural (NBO) atomic charges, one value per atom, all in e:
1 Cl 0.066
2 O -0.512
3 O -0.526
4 O -0.660
5 N -0.523
6 N -0.469
7 N -0.829
8 N -0.478
9 N -0.501
10 C 0.235
11 C -0.218
12 C -0.194
13 C 0.748
14 C 0.459
15 C 0.353
16 C 0.318
17 C -0.259
18 C -0.244
19 C 0.237
20 C -0.284
21 H 0.182
22 H 0.182
23 H 0.197
24 H 0.179
25 H 0.418
26 H 0.239
27 H 0.175
28 H 0.385
29 H 0.426
30 H 0.206
31 H 0.260
32 H 0.433

Below is a single C4H8O molecule, with properties calculated with wB97M-V/def2-TZVPD.

XYZ file:
```
13
C4H8O, DFT wB97M-V/def2-TZVPD
O -0.58706 1.51656 -0.08159
C -1.46314 -0.62704 -0.38038
C 0.87218 -0.39086 0.39590
C 1.90491 0.11811 -0.30398
C -0.52289 0.18683 0.47094
H 2.88553 -0.36140 -0.38230
H -1.30475 -1.74382 -0.16935
H 1.04311 -1.28740 0.97927
H -1.10867 -0.41299 -1.39420
H 1.84102 1.06695 -0.91478
H -0.12539 2.11063 0.49800
H -2.55999 -0.39858 -0.20164
H -0.87486 0.22301 1.48411
```

Summary:
Frontier orbital gap = 10.77 eV
Spin multiplicity = 1
ΔE to the lowest compared entry with this formula, charge and spin = 23.6 kcal/mol
SMILES = C=C[C@H](C)O

Table of natural (NBO) atomic charges, one value per atom, all in e:
1 O -0.723
2 C -0.612
3 C -0.211
4 C -0.401
5 C 0.044
6 H 0.202
7 H 0.209
8 H 0.201
9 H 0.226
10 H 0.206
11 H 0.468
12 H 0.221
13 H 0.171

Below is a 2-piece molecular cluster, C4H12S overall, with properties calculated with wB97M-V/def2-TZVPD.

XYZ file:
```
17
C4H12S, DFT wB97M-V/def2-TZVPD
S -0.92833 1.16257 0.48650
C -1.93732 0.90022 2.01459
C 2.10644 -1.80922 -1.87805
C -0.99720 3.02237 0.47438
C 1.19660 -2.60059 -0.94524
H 1.63011 -2.99544 -0.02443
H -1.50356 3.38194 1.36338
H 2.77558 -1.10697 -1.37564
H 0.31396 -2.01808 -0.69811
H 2.70513 -2.50810 -2.46779
H 1.59326 -1.16751 -2.59292
H 0.86929 -3.52701 -1.42484
H -2.40569 1.83006 2.32376
H -2.63271 0.09355 1.79409
H 0.00389 3.44586 0.57558
H -1.52127 3.38773 -0.40282
H -1.26818 0.50864 2.77754
```

Summary:
Charge = -1
Frontier orbital gap (alpha / beta) = 2.41 / 8.51 eV
Expectation value of S² = 0.7508
Spin multiplicity = 2
ΔE to the lowest compared entry with this formula, charge and spin = 12.1 kcal/mol

Table of natural (NBO) atomic charges, one value per atom, all in e:
1 S -0.569
2 C -0.807
3 C -0.623
4 C -0.768
5 C -0.628
6 H 0.196
7 H 0.185
8 H 0.203
9 H 0.225
10 H 0.180
11 H 0.207
12 H 0.183
13 H 0.188
14 H 0.210
15 H 0.208
16 H 0.207
17 H 0.203

no.,F_max (eV Å⁻¹),energy (eV)
1,1.400,-148686.55452
2,5.767,-37714.44174
3,1.764,-6324.14539
4,0.885,-15175.85416